This record from the Open Molecules 2025 dataset describes a molecular structure, C42H41ClMnO2P2 at a distorted geometry. The level of theory is ωB97M-V with the def2-TZVPD basis set.

Calculated values
LUMO level (spin up / spin down) = 0.329 / -0.434 eV
E = -110732.370 eV
HOMO-LUMO gap (spin up / spin down) = 7.8 / 7.3 eV
Relative energy (zero: lowest compared OMol25 entry of this formula, charge and spin) = 0.0 kcal per mole
Spin multiplicity = 6
<S²> = 8.774

Each line ends with the Mulliken charge.
Positions of all 89 atoms, in Å:
Mn1 0.47135 0.46787 -0.27707  0.451
C1 -0.51650 -1.80329 1.14196  -0.513
C2 0.46166 -1.23070 1.88573  -0.360
C3 1.89980 -1.66458 2.00869  -0.704
C4 2.89017 -1.05119 0.99852  -0.042
C5 2.38594 -0.84313 -0.40643  -0.774
C6 1.49186 -1.68567 -1.05101  -0.398
C7 0.99509 -2.99103 -0.53790  -0.805
C8 -0.36371 -2.95900 0.21010  -0.538
C9 0.45487 2.37228 -0.87731  -1.162
H1 -1.54205 -1.43724 1.26655  0.556
H2 0.16420 -0.44124 2.59395  0.423
H3 2.00796 -2.75794 1.99841  0.457
H4 2.23439 -1.34283 3.01159  0.342
H5 3.25643 -0.09633 1.39956  0.002
H6 3.76267 -1.71986 0.96393  0.310
H7 3.02830 -0.18893 -1.00993  0.606
H8 1.31244 -1.50780 -2.11883  0.458
H9 1.73803 -3.46695 0.11607  0.349
H10 0.86126 -3.64921 -1.41233  0.420
H11 -1.18041 -2.88806 -0.52485  0.207
H12 -0.50274 -3.92770 0.72650  0.381
H13 -0.56497 2.78787 -0.82188  0.276
H14 0.82884 2.41190 -1.89666  0.283
H15 1.12467 2.84482 -0.14747  0.357
P1 6.61075 4.18698 5.20207  0.095
P2 8.18873 4.50204 2.41449  0.019
C10 7.93999 3.04384 4.75314  -0.635
C11 8.71079 3.28147 3.65624  -0.723
C12 6.97706 4.61348 6.96241  0.198
C13 7.78426 3.81827 7.78397  0.130
C14 7.94520 4.14569 9.13579  -0.576
C15 7.37927 5.31273 9.65056  -0.470
C16 6.65867 6.16539 8.80561  -0.502
C17 6.46313 5.82787 7.47213  -0.442
C18 5.26878 2.93734 5.28921  0.516
C19 4.80970 2.45995 4.04423  -0.838
C20 3.78190 1.52106 3.99675  0.089
C21 3.16759 1.09023 5.18261  -0.495
C22 3.60652 1.59255 6.41579  -0.599
C23 4.65347 2.51843 6.47434  -0.491
C24 9.86765 5.24946 2.10460  0.331
C25 10.40334 6.01059 3.16366  -0.373
C26 11.71145 6.48192 3.09740  -0.570
C27 12.47973 6.25107 1.94988  -0.445
C28 11.93221 5.55382 0.86880  -0.543
C29 10.62601 5.06113 0.94143  -0.320
C30 7.95611 3.51296 0.89602  0.362
C31 7.28871 4.12342 -0.18839  -0.439
C32 7.19327 3.45382 -1.40477  -0.567
C33 7.71908 2.15932 -1.53864  -0.503
C34 8.31076 1.52750 -0.43872  -0.643
C35 8.41416 2.19574 0.78666  -0.032
H16 8.03402 2.14134 5.36558  0.624
H17 9.68956 2.80679 3.50453  0.750
H18 8.28362 2.94284 7.37329  0.265
H19 8.51351 3.48149 9.78846  0.380
H20 7.50483 5.56117 10.70557  0.363
H21 6.24540 7.09117 9.20512  0.369
H22 5.90862 6.49499 6.81490  0.380
H23 5.26687 2.83596 3.12631  0.386
H24 3.43954 1.14202 3.03083  0.183
H25 2.33406 0.38412 5.13994  0.374
H26 3.11867 1.27359 7.34003  0.357
H27 4.99044 2.91706 7.43463  0.306
H28 9.79735 6.20098 4.04915  0.407
H29 12.13079 7.03448 3.94066  0.362
H30 13.50124 6.62894 1.89456  0.350
H31 12.52101 5.39342 -0.03549  0.368
H32 10.21863 4.50865 0.09343  0.277
H33 6.86053 5.11723 -0.06453  0.380
H34 6.70385 3.93184 -2.25682  0.407
H35 7.64949 1.63654 -2.49640  0.396
H36 8.68918 0.50656 -0.53037  0.394
H37 8.85352 1.70790 1.65707  0.375
Cl1 -6.65774 -2.71598 -4.33547  -0.215
C36 -5.37830 -1.97303 -3.46627  0.338
C37 -5.65381 -1.09768 -2.40458  -0.594
C38 -4.60560 -0.52936 -1.67897  -0.204
C39 -3.27290 -0.79056 -2.01222  0.210
C40 -3.00103 -1.67135 -3.06035  -0.250
C41 -4.04475 -2.25256 -3.79200  -0.667
C42 -2.15863 -0.20413 -1.16704  0.710
O1 -2.43959 0.24178 -0.02246  -0.721
O2 -0.96896 -0.21334 -1.68305  -0.762
H38 -6.68265 -0.88627 -2.14968  0.408
H39 -4.83698 0.11626 -0.83108  0.417
H40 -1.96661 -1.91892 -3.30714  0.368
H41 -3.84248 -2.93119 -4.60825  0.392